Record 1
{"formula": "C21H27AsF3MnN4O11PS2", "method": "ωB97M-V/def2-TZVPD", "charge": -2, "gap_ev": [6.9, 6.7], "lumo_energy_ha": [0.17247, 0.17247], "spin_multiplicity": 2, "homo_energy_ev": [-2.188, -1.982], "energy_ha": -6687.449306, "elements": ["Mn", "N", "C", "S", "N", "N", "C", "C", "C", "C", "C", "C", "N", "H", "H", "H", "H", "H", "H", "H", "O", "As", "O", "O", "C", "C", "C", "C", "C", "C", "S", "O", "O", "O", "H", "H", "H", "H", "H", "C", "C", "O", "P", "O", "C", "C", "O", "C", "C", "H", "H", "H", "H", "H", "H", "H", "H", "H", "H", "H", "H", "H", "H", "H", "F", "C", "F", "F", "C", "O", "O"], "xyz": [[-0.431, 0.221, 0.643], [-3.842, -0.231, 2.623], [-2.479, -0.171, 2.550], [-1.727, 1.376, 2.349], [-1.827, -1.305, 2.673], [-0.533, -1.212, 2.237], [0.197, -2.222, 2.538], [1.606, -2.357, 2.163], [2.173, -3.634, 2.153], [3.496, -3.778, 1.783], [4.221, -2.647, 1.442], [3.582, -1.416, 1.507], [2.316, -1.266, 1.871], [-4.255, 0.558, 2.138], [-4.190, -1.115, 2.268], [-0.265, -3.047, 3.077], [1.560, -4.492, 2.394], [3.949, -4.761, 1.739], [5.254, -2.710, 1.123], [4.100, -0.499, 1.245], [-2.559, 2.646, -2.609], [-2.542, 1.287, -1.424], [-3.850, 1.618, -0.489], [-0.970, 1.434, -0.839], [-2.852, -0.159, -2.700], [-2.998, 0.166, -4.046], [-3.266, -0.817, -4.987], [-3.395, -2.142, -4.594], [-3.251, -2.475, -3.258], [-2.983, -1.488, -2.320], [-2.754, -2.004, -0.629], [-4.070, -2.275, -0.085], [-1.862, -3.141, -0.677], [-2.145, -0.792, -0.047], [-3.300, 3.175, -2.288], [-2.889, 1.198, -4.347], [-3.362, -0.548, -6.032], [-3.590, -2.915, -5.328], [-3.314, -3.505, -2.928], [3.250, 2.121, -2.009], [2.563, 1.019, -1.232], [2.721, 1.255, 0.181], [1.346, 1.587, 0.974], [1.974, 1.927, 2.428], [1.637, 1.165, 3.590], [1.199, 2.114, 4.684], [1.197, 3.104, 0.415], [0.021, 3.882, 0.653], [-0.256, 4.716, -0.576], [3.163, 1.926, -3.081], [4.309, 2.178, -1.748], [2.783, 3.080, -1.785], [3.006, 0.043, -1.444], [1.504, 0.963, -1.497], [2.523, 0.596, 3.886], [0.838, 0.465, 3.357], [1.977, 2.853, 4.895], [0.985, 1.557, 5.600], [0.289, 2.629, 4.377], [0.208, 4.511, 1.531], [-0.830, 3.234, 0.856], [0.608, 5.336, -0.827], [-1.115, 5.369, -0.398], [-0.493, 4.059, -1.412], [0.888, -3.561, -2.872], [1.358, -2.844, -1.840], [1.375, -3.654, -0.773], [2.667, -2.575, -2.130], [0.588, -1.505, -1.627], [0.148, -0.979, -2.638], [0.617, -1.126, -0.427]], "mulliken_spin": [1.01, 0.00, 0.00, 0.00, 0.00, 0.00, 0.00, 0.00, 0.00, 0.00, 0.00, 0.00, 0.00, 0.00, 0.00, 0.00, 0.00, 0.00, 0.00, 0.00, 0.00, 0.00, 0.00, 0.01, 0.00, 0.00, 0.00, 0.00, 0.00, 0.00, 0.00, 0.00, 0.00, 0.01, 0.00, 0.00, 0.00, 0.00, 0.00, 0.00, 0.00, 0.00, -0.02, 0.00, 0.00, 0.00, -0.01, 0.00, 0.00, 0.00, 0.00, 0.00, 0.00, 0.00, 0.00, 0.00, 0.00, 0.00, 0.00, 0.00, 0.00, 0.00, 0.00, 0.00, 0.00, 0.00, 0.00, 0.00, 0.00, 0.00, 0.01]}


Record 2
{"formula": "C17H18Br33N2O", "method": "ωB97M-V/def2-TZVPD", "charge": 1, "gap_ev": 8.1, "lumo_energy_ha": -0.12101, "homo_energy_ev": -11.398, "energy_ha": -85785.182337, "elements": ["C", "C", "C", "N", "C", "N", "C", "C", "O", "H", "H", "H", "H", "H", "H", "H", "C", "Br", "Br", "Br", "H", "C", "Br", "Br", "Br", "H", "C", "Br", "Br", "Br", "H", "C", "Br", "Br", "Br", "H", "C", "Br", "Br", "Br", "H", "C", "Br", "Br", "Br", "H", "C", "Br", "Br", "Br", "H", "C", "Br", "Br", "Br", "H", "C", "Br", "Br", "Br", "H", "C", "Br", "Br", "Br", "H", "C", "Br", "Br", "Br", "H"], "xyz": [[1.445, 3.166, -3.550], [1.235, 2.082, -2.812], [0.565, 0.820, -2.025], [1.655, 0.003, -1.410], [1.886, -1.336, -1.939], [2.975, -1.970, -1.218], [3.425, -1.029, -0.171], [2.578, 0.280, -0.296], [2.638, 1.510, 0.457], [1.377, 4.194, -4.086], [-0.124, 0.238, -2.740], [-0.098, 1.265, -1.198], [1.275, -1.784, -2.817], [3.371, -2.924, -1.348], [4.267, -1.254, 0.589], [3.594, 1.619, 0.749], [-1.442, 1.718, -6.247], [0.191, 1.643, -5.194], [-1.147, 2.537, -7.982], [-2.281, -0.027, -6.405], [-2.140, 2.360, -5.707], [5.206, 2.126, 3.432], [6.253, 2.594, 4.996], [6.285, 2.105, 1.817], [4.248, 0.455, 3.679], [4.457, 2.908, 3.304], [5.034, 6.278, 6.977], [3.592, 5.110, 6.408], [6.584, 5.274, 7.573], [5.496, 7.575, 5.609], [4.667, 6.839, 7.838], [0.996, -5.091, -4.106], [-0.670, -5.723, -3.341], [0.988, -3.166, -4.368], [2.533, -5.669, -3.069], [1.088, -5.546, -5.093], [2.688, 9.060, 9.664], [1.250, 7.888, 9.093], [4.239, 8.058, 10.264], [3.152, 10.354, 8.295], [2.320, 9.621, 10.523], [-0.620, -10.203, -2.378], [0.727, -8.815, -2.547], [-2.173, -9.585, -1.390], [-1.111, -10.945, -4.103], [-0.174, -11.012, -1.798], [-4.295, -3.562, -6.255], [-2.641, -3.610, -5.239], [-4.041, -2.778, -8.013], [-5.127, -5.311, -6.358], [-4.983, -2.912, -5.713], [-5.277, 2.452, -7.744], [-4.548, 3.972, -8.706], [-5.109, 2.667, -5.821], [-7.107, 2.075, -8.270], [-4.680, 1.582, -8.021], [1.174, 1.571, 7.420], [3.063, 1.211, 7.152], [0.312, 0.170, 8.452], [0.876, 3.325, 8.194], [0.707, 1.574, 6.435], [-6.710, -5.694, -2.764], [-5.879, -3.957, -3.012], [-5.425, -7.032, -2.191], [-8.236, -5.600, -1.569], [-7.086, -6.009, -3.738], [-3.370, 0.424, 6.846], [-4.042, -1.245, 6.119], [-2.562, 1.536, 5.473], [-4.735, 1.382, 7.838], [-2.580, 0.169, 7.554]], "lowdin_charge": [-0.06, -0.20, -0.12, -0.03, -0.01, 0.08, 0.05, -0.12, 0.01, 0.10, 0.11, 0.15, -0.03, 0.15, 0.13, 0.07, -1.55, 0.76, 0.57, 0.52, -0.06, -1.59, 0.56, 0.59, 0.55, -0.02, -1.59, 0.51, 0.55, 0.56, -0.11, -1.52, 0.55, 0.68, 0.57, -0.01, -1.60, 0.56, 0.60, 0.57, -0.02, -1.59, 0.51, 0.55, 0.58, -0.02, -1.61, 0.48, 0.57, 0.58, -0.05, -1.61, 0.55, 0.56, 0.58, -0.05, -1.60, 0.54, 0.59, 0.55, -0.04, -1.61, 0.56, 0.55, 0.58, -0.04, -1.62, 0.56, 0.54, 0.57, -0.08]}


Record 3
{"formula": "C2H7NS2", "method": "ωB97M-V/def2-TZVPD", "gap_ev": 8.8, "smiles": "C=N.CSS", "lumo_energy_ha": 0.01962, "homo_energy_ev": -8.258, "energy_ha": -931.440678, "elements": ["C", "N", "H", "H", "H", "C", "S", "S", "H", "H", "H", "H"], "xyz": [[-1.758, -1.315, -1.333], [-1.791, -1.473, -0.027], [-1.985, -0.396, -1.857], [-2.146, -2.112, -1.858], [-1.962, -0.513, 0.544], [1.207, 1.839, 0.448], [2.129, 0.225, -0.023], [1.636, -0.835, 1.685], [1.778, 2.631, 1.011], [0.960, 2.276, -0.587], [0.336, 1.602, 1.044], [1.595, -1.930, 0.953]], "nbo_charge": [-0.08, -0.57, 0.15, 0.17, 0.33, -0.71, 0.05, -0.13, 0.22, 0.23, 0.22, 0.14]}


Record 4
{"formula": "C44H113N7O2", "method": "ωB97M-V/def2-TZVPD", "gap_ev": 8.5, "smiles": "CCN(CC)CC.CCN(CC)CC.CCN(CC)CC.CCN(CC)CC.CCN(CC)CC.CCN(CC)CC.CCN(CC)CC.CO.CO", "lumo_energy_ha": 0.00952, "homo_energy_ev": -8.224, "energy_ha": -2277.681394, "elements": ["C", "C", "N", "C", "C", "C", "C", "H", "H", "H", "H", "H", "H", "H", "H", "H", "H", "H", "H", "H", "H", "H", "C", "C", "N", "C", "C", "C", "C", "H", "H", "H", "H", "H", "H", "H", "H", "H", "H", "H", "H", "H", "H", "H", "C", "C", "N", "C", "C", "C", "C", "H", "H", "H", "H", "H", "H", "H", "H", "H", "H", "H", "H", "H", "H", "H", "C", "C", "N", "C", "C", "C", "C", "H", "H", "H", "H", "H", "H", "H", "H", "H", "H", "H", "H", "H", "H", "H", "C", "C", "N", "C", "C", "C", "C", "H", "H", "H", "H", "H", "H", "H", "H", "H", "H", "H", "H", "H", "H", "H", "C", "C", "N", "C", "C", "C", "C", "H", "H", "H", "H", "H", "H", "H", "H", "H", "H", "H", "H", "H", "H", "H", "C", "C", "N", "C", "C", "C", "C", "H", "H", "H", "H", "H", "H", "H", "H", "H", "H", "H", "H", "H", "H", "H", "C", "O", "H", "H", "H", "H", "C", "O", "H", "H", "H", "H"], "xyz": [[2.009, -9.730, -4.622], [1.664, -8.264, -4.432], [0.369, -7.936, -3.767], [0.307, -6.474, -3.501], [-0.864, -6.092, -2.504], [-0.906, -8.356, -4.482], [-1.072, -7.614, -5.862], [2.976, -9.732, -5.125], [1.267, -10.142, -5.306], [1.971, -10.392, -3.756], [2.406, -7.895, -3.724], [1.776, -7.890, -5.449], [1.267, -6.157, -3.093], [0.260, -5.874, -4.410], [-0.703, -5.090, -2.106], [-1.882, -6.193, -2.881], [-0.769, -6.832, -1.709], [-1.755, -8.198, -3.817], [-0.982, -9.436, -4.605], [-1.949, -8.062, -6.330], [-0.313, -8.008, -6.538], [-1.051, -6.530, -5.975], [-1.816, 4.993, -4.599], [-2.656, 6.163, -3.960], [-2.821, 7.305, -4.928], [-2.957, 8.673, -4.310], [-4.060, 8.746, -3.200], [-3.898, 7.020, -5.832], [-4.039, 8.105, -6.920], [-1.939, 4.074, -4.027], [-0.751, 5.222, -4.584], [-2.095, 4.665, -5.601], [-3.637, 5.795, -3.659], [-2.198, 6.485, -3.025], [-2.043, 9.025, -3.834], [-3.275, 9.418, -5.041], [-3.794, 8.064, -2.392], [-4.024, 9.732, -2.737], [-5.064, 8.491, -3.538], [-4.781, 6.904, -5.203], [-3.763, 6.008, -6.216], [-4.872, 7.678, -7.479], [-3.175, 8.018, -7.580], [-4.313, 9.149, -6.766], [6.284, -2.421, 7.133], [6.472, -1.289, 8.158], [7.833, -0.736, 8.128], [7.852, 0.581, 8.833], [7.135, 1.645, 8.086], [8.706, -1.775, 8.668], [10.132, -1.324, 8.656], [6.482, -2.176, 6.089], [5.247, -2.735, 7.254], [6.836, -3.310, 7.437], [5.774, -0.513, 7.843], [6.155, -1.608, 9.151], [7.485, 0.395, 9.842], [8.860, 0.910, 9.085], [7.533, 2.575, 8.489], [7.406, 1.601, 7.031], [6.058, 1.759, 8.216], [8.693, -2.608, 7.965], [8.395, -2.088, 9.664], [10.478, -0.809, 7.759], [10.802, -2.183, 8.681], [10.414, -0.554, 9.374], [9.071, -0.527, -4.785], [8.501, 0.332, -3.720], [7.835, -0.559, -2.746], [7.072, 0.234, -1.757], [6.410, 1.581, -2.175], [8.763, -1.497, -2.107], [7.942, -2.554, -1.389], [9.306, 0.086, -5.655], [8.414, -1.314, -5.155], [9.957, -1.078, -4.468], [9.170, 1.023, -3.207], [7.899, 1.115, -4.182], [7.662, 0.401, -0.856], [6.375, -0.554, -1.471], [5.735, 1.833, -1.357], [5.750, 1.483, -3.037], [7.018, 2.432, -2.481], [9.344, -2.025, -2.863], [9.415, -0.910, -1.461], [7.221, -3.034, -2.050], [8.599, -3.323, -0.981], [7.434, -2.222, -0.484], [-0.592, 1.487, 8.996], [-1.194, 2.891, 8.912], [-2.613, 2.913, 8.995], [-3.075, 3.347, 10.282], [-4.434, 2.834, 10.606], [-3.085, 3.764, 7.839], [-2.735, 3.247, 6.475], [0.492, 1.390, 8.942], [-0.962, 0.883, 8.168], [-0.877, 0.920, 9.882], [-0.791, 3.517, 9.708], [-0.757, 3.332, 8.016], [-2.364, 3.159, 11.086], [-3.050, 4.435, 10.341], [-4.475, 1.746, 10.558], [-4.736, 3.085, 11.623], [-5.115, 3.354, 9.932], [-2.872, 4.831, 7.902], [-4.170, 3.831, 7.758], [-1.654, 3.292, 6.346], [-3.113, 3.961, 5.743], [-2.907, 2.198, 6.234], [-5.092, 1.008, -8.105], [-6.157, 0.931, -7.017], [-6.736, -0.386, -6.780], [-5.762, -1.499, -6.685], [-4.680, -1.198, -5.647], [-7.842, -0.755, -7.727], [-9.093, 0.036, -7.479], [-4.285, 0.324, -7.843], [-4.789, 2.026, -8.351], [-5.498, 0.689, -9.065], [-5.773, 1.319, -6.073], [-6.981, 1.619, -7.207], [-6.351, -2.380, -6.429], [-5.345, -1.677, -7.676], [-5.110, -1.150, -4.646], [-4.038, -2.076, -5.583], [-4.004, -0.380, -5.897], [-7.978, -1.831, -7.622], [-7.456, -0.712, -8.745], [-9.777, -0.208, -8.291], [-9.004, 1.115, -7.349], [-9.511, -0.257, -6.516], [-0.007, -2.850, 3.591], [-0.306, -1.388, 3.064], [0.316, -0.912, 1.817], [1.756, -0.886, 1.846], [2.419, 0.059, 2.955], [-0.148, 0.412, 1.364], [-1.669, 0.493, 1.009], [0.894, -2.930, 4.199], [-0.026, -3.561, 2.766], [-0.833, -3.246, 4.182], [-1.387, -1.270, 2.988], [-0.162, -0.721, 3.914], [2.112, -1.888, 2.085], [2.107, -0.690, 0.833], [3.426, -0.175, 3.301], [2.487, 1.081, 2.582], [1.760, 0.206, 3.810], [0.441, 0.717, 0.500], [-0.029, 1.197, 2.110], [-2.274, 0.644, 1.903], [-2.132, -0.327, 0.460], [-1.896, 1.313, 0.328], [-7.363, -3.494, 0.248], [-8.452, -3.022, -0.622], [-6.370, -3.417, -0.194], [-7.304, -2.885, 1.151], [-7.682, -4.494, 0.542], [-8.260, -2.151, -0.978], [-7.144, 2.220, -1.903], [-7.360, 0.929, -2.491], [-7.724, 2.984, -2.420], [-7.321, 2.214, -0.827], [-6.171, 2.699, -2.015], [-7.343, 1.063, -3.441]], "lowdin_charge": [-0.10, -0.27, -0.17, -0.26, -0.07, -0.20, -0.08, 0.07, 0.06, 0.07, 0.11, 0.10, 0.10, 0.09, 0.06, 0.06, 0.07, 0.09, 0.10, 0.06, 0.06, 0.06, -0.08, -0.22, -0.19, -0.21, -0.09, -0.29, -0.08, 0.06, 0.06, 0.06, 0.10, 0.10, 0.11, 0.08, 0.05, 0.07, 0.06, 0.10, 0.11, 0.06, 0.08, 0.07, -0.09, -0.27, -0.18, -0.27, -0.10, -0.27, -0.11, 0.08, 0.07, 0.06, 0.10, 0.11, 0.11, 0.10, 0.07, 0.09, 0.07, 0.10, 0.12, 0.08, 0.07, 0.06, -0.11, -0.28, -0.20, -0.24, -0.09, -0.26, -0.10, 0.07, 0.09, 0.06, 0.12, 0.10, 0.10, 0.10, 0.07, 0.07, 0.07, 0.10, 0.12, 0.08, 0.07, 0.06, -0.08, -0.30, -0.16, -0.31, -0.09, -0.25, -0.11, 0.07, 0.06, 0.07, 0.11, 0.10, 0.12, 0.11, 0.08, 0.07, 0.07, 0.12, 0.10, 0.05, 0.08, 0.08, -0.08, -0.27, -0.19, -0.26, -0.09, -0.26, -0.09, 0.06, 0.07, 0.07, 0.10, 0.10, 0.11, 0.11, 0.08, 0.07, 0.06, 0.11, 0.10, 0.07, 0.06, 0.08, -0.07, -0.24, -0.19, -0.24, -0.07, -0.24, -0.09, 0.06, 0.07, 0.06, 0.10, 0.09, 0.10, 0.11, 0.06, 0.05, 0.05, 0.11, 0.10, 0.06, 0.07, 0.06, -0.13, -0.14, 0.07, 0.06, 0.08, 0.06, -0.16, -0.12, 0.07, 0.08, 0.06, 0.06]}